Entry 1:
Entry from the OMol25 dataset: a structure of composition C3H2N2OS at a distorted geometry (the ωB97M-V functional and the def2-TZVPD basis).

Geometry (Å):
C (-2.099, -0.479, -0.003)
C (-0.651, -0.453, 0.016)
C (1.239, 0.782, 0.024)
H (1.675, 1.238, -0.866)
H (1.545, 1.312, 0.968)
N (-3.243, -0.589, -0.017)
N (0.024, -1.552, -0.014)
O (-0.165, 0.807, -0.082)
S (1.675, -1.066, -0.024)

Output
Orbital gap, eV: 9.23
E, Eh: -698.4023
HOMO level, eV: -9.2
Relative energy (zero: lowest compared OMol25 entry of this formula, charge and spin), kcal per mole: 24.4

Entry 2:
Entry from the OMol25 dataset: the molecule C3H2N2OS at a distorted geometry (the ωB97M-V functional and the def2-TZVPD basis).

Geometry (Å):
H (2.591, 0.346, 0.010)
N (2.253, -0.602, 0.059)
C (0.984, -0.542, -0.051)
N (0.114, -1.633, -0.026)
C (-1.095, -1.248, 0.009)
S (-1.504, 0.483, 0.021)
C (0.261, 0.824, -0.030)
O (0.746, 1.915, -0.014)
H (-1.961, -1.943, -0.029)

Output
Orbital gap, eV: 9.14
E, Eh: -698.4379
HOMO level, eV: -10.2
SMILES string: [H]/N=C1/N=CSC1=O
Relative energy (zero: lowest compared OMol25 entry of this formula, charge and spin), kcal per mole: 2.0

Entry 3:
Entry from the OMol25 dataset: the molecule C3H2N2OS2 at a distorted geometry (the ωB97M-V functional and the def2-TZVPD basis).

Geometry (Å):
S (2.783, -1.281, -0.068)
C (1.328, -0.576, -0.063)
C (1.223, 0.929, -0.004)
N (0.175, 1.631, 0.044)
O (-1.046, 0.888, -0.283)
C (-0.932, -0.456, -0.154)
S (-2.487, -1.306, 0.005)
N (0.150, -1.181, -0.096)
H (2.147, 1.561, 0.405)
H (-3.340, -0.209, 0.216)

Output
Orbital gap, eV: 7.98
E, Eh: -1096.5469
HOMO level, eV: -9.1
SMILES string: S=c1cnoc(S)n1
Relative energy (zero: lowest compared OMol25 entry of this formula, charge and spin), kcal per mole: 51.5

Entry 4:
Entry from the OMol25 dataset: the molecule C3H2N2S at a distorted geometry (the ωB97M-V functional and the def2-TZVPD basis).

Geometry (Å):
S (-3.240, -0.005, 0.013)
C (-1.078, -0.011, 0.171)
N (-0.359, 1.116, 0.081)
C (0.856, 0.701, 0.016)
C (0.871, -0.721, 0.013)
N (-0.367, -1.164, 0.083)
H (1.550, 1.494, -0.185)
H (1.766, -1.411, -0.193)

Output
Orbital gap (spin up / spin down), eV: 5.55 / 5.55
E, Eh: -623.0360
HOMO level (spin up / spin down), eV: -9.3 / -9.3
SMILES string: S=C1N=CC=N1
Relative energy (zero: lowest compared OMol25 entry of this formula, charge and spin), kcal per mole: 86.0

Entry 5:
Entry from the OMol25 dataset: the molecule C3H2N2S2 at a distorted geometry (the ωB97M-V functional and the def2-TZVPD basis).

Geometry (Å):
H (1.811, -2.397, 0.061)
N (1.424, -1.619, 0.599)
C (0.670, -0.934, -0.092)
N (0.577, -0.962, -1.511)
C (-0.145, -0.068, -2.012)
S (-0.931, 1.019, -0.848)
C (-0.124, 0.203, 0.479)
S (-0.179, 0.555, 2.044)
H (-0.458, 0.075, -3.068)

Output
Orbital gap, eV: 7.57
E, Eh: -1021.3656
HOMO level, eV: -9.0
SMILES string: [H]/N=C1\N=CSC1=S
Relative energy (zero: lowest compared OMol25 entry of this formula, charge and spin), kcal per mole: 8.8

Entry 6:
Entry from the OMol25 dataset: the ion C3H2N3OS with charge -1 at a distorted geometry (the ωB97M-V functional and the def2-TZVPD basis).

Geometry (Å):
O (-1.815, 2.097, 0.001)
C (-0.684, 1.638, -0.001)
C (-0.304, 0.266, -0.001)
N (-1.089, -0.829, 0.000)
C (-0.223, -1.828, 0.000)
N (1.055, -1.466, 0.000)
N (1.012, -0.136, 0.000)
S (2.365, 0.808, 0.000)
H (0.198, 2.311, 0.003)
H (-0.515, -2.861, -0.001)

Output
Charge: -1
Orbital gap, eV: 7.31
E, Eh: -753.2591
HOMO level, eV: -3.4
SMILES string: O=Cc1ncnn1[S-]
Relative energy (zero: lowest compared OMol25 entry of this formula, charge and spin), kcal per mole: 2.9

Entry 7:
Entry from the OMol25 dataset: the molecule C3H2N4 at a distorted geometry (the ωB97M-V functional and the def2-TZVPD basis).

Geometry (Å):
N (-0.826, 1.708, 2.335)
C (-0.708, 0.971, 1.463)
C (-0.239, -0.094, 0.468)
C (-0.831, -0.642, -0.695)
N (0.180, -0.879, -1.714)
N (1.228, -0.450, -1.182)
N (1.018, -0.011, 0.050)
H (-1.781, -0.704, -1.340)
H (1.958, 0.101, 0.616)

Output
Orbital gap, eV: 10.53
E, Eh: -334.4367
HOMO level, eV: -10.5
SMILES string: N#Cc1cnn[nH]1
Relative energy (zero: lowest compared OMol25 entry of this formula, charge and spin), kcal per mole: 55.5

Entry 8:
Entry from the OMol25 dataset: the molecule C3H2N4O at a distorted geometry (the ωB97M-V functional and the def2-TZVPD basis).

Geometry (Å):
O (-1.794, 0.261, 0.886)
C (-0.982, -0.523, 0.457)
C (0.417, -0.233, 0.235)
N (1.378, -1.136, 0.065)
N (2.579, -1.008, 0.105)
C (3.091, 0.296, 0.534)
N (2.241, 1.165, 0.245)
N (0.945, 1.034, -0.163)
H (-1.097, -1.657, 0.182)
H (0.497, 1.443, -0.937)

Output
Orbital gap, eV: 6.96
E, Eh: -409.5537
HOMO level, eV: -9.1
SMILES string: O=CC1=NN=C=NN1
Relative energy (zero: lowest compared OMol25 entry of this formula, charge and spin), kcal per mole: 109.5